The following is a DFT calculation (ωB97M-V with the def2-TZVPD basis set) of a structure of composition C5H7FS.

Computed properties:
HOMO energy = -0.322 hartree
electronic energy = -692.73001 hartree
lowest unoccupied orbital energy = 0.872 eV
relative energy (zero: lowest compared OMol25 entry of this formula, charge and spin) = 11.4 kcal per mole

Cartesian coordinates (Å):
C: 0.409 0.622 -0.315
C: -0.713 1.304 0.483
C: -0.341 -1.181 0.263
C: 0.974 -0.414 0.620
C: -0.224 -0.540 -1.130
H: -0.251 1.837 1.358
H: -1.219 2.018 -0.156
H: -0.418 -2.297 0.341
H: 1.858 -0.973 0.249
H: 1.141 -0.162 1.678
H: -1.179 -0.368 -1.619
H: 0.402 -1.107 -1.835
F: 1.233 1.404 -1.019
S: -1.673 -0.143 1.081

---

The following is a DFT calculation (ωB97M-V with the def2-TZVPD basis set) of a structure of composition C5H7FS.

Computed properties:
HOMO energy = -0.327 hartree
electronic energy = -692.60504 hartree
lowest unoccupied orbital energy = -0.148 eV
relative energy (zero: lowest compared OMol25 entry of this formula, charge and spin) = 89.9 kcal per mole

Cartesian coordinates (Å):
C: -0.278 1.361 -0.181
C: -1.102 0.108 0.086
C: -0.743 -1.023 0.707
C: 0.532 -1.264 1.019
C: 1.505 -0.955 0.117
H: -1.104 2.364 -2.487
H: -0.881 2.237 0.222
H: 0.693 1.075 0.355
H: -2.150 -0.080 -0.533
H: -1.430 -1.856 0.932
H: 2.554 -1.377 0.243
H: 1.175 -0.394 -0.713
F: 0.890 -1.671 2.284
S: 0.340 1.476 -2.049

---

The following is a DFT calculation (ωB97M-V with the def2-TZVPD basis set) of a structure of composition C5H7HgO4.

Computed properties:
HOMO energy (alpha / beta) = -0.242 / -0.295 hartree
electronic energy = -648.89020 hartree
⟨S²⟩ = 0.763
lowest unoccupied orbital energy (alpha / beta) = 0.018 / -0.036 eV
2S+1 = 2
relative energy (zero: lowest compared OMol25 entry of this formula, charge and spin) = 62.8 kcal per mole

Cartesian coordinates (Å):
O: -2.272 1.249 -0.271
Hg: -0.432 1.351 -0.495
C: -2.905 0.002 -0.255
C: -2.047 -1.121 0.321
H: -3.828 0.063 0.356
H: -3.225 -0.300 -1.274
H: -1.585 -0.806 1.270
H: -2.617 -2.058 0.402
C: -0.492 -1.705 -0.668
C: 0.385 -0.563 -0.780
H: -0.946 -1.953 -1.638
H: -0.088 -2.603 -0.175
O: 1.458 -0.678 0.190
C: 1.848 0.428 0.747
O: 1.248 1.507 0.682
O: 2.904 0.244 1.505
H: 3.271 1.095 1.780

---

The following is a DFT calculation (ωB97M-V with the def2-TZVPD basis set) of an isolated molecule of C5H7I.

Computed properties:
HOMO energy = -0.298 hartree
electronic energy = -492.24697 hartree
lowest unoccupied orbital energy = 0.533 eV
relative energy (zero: lowest compared OMol25 entry of this formula, charge and spin) = 63.6 kcal per mole

Cartesian coordinates (Å):
C: 0.459 -1.309 0.313
C: -0.195 -0.152 0.106
C: 0.109 0.246 -1.377
C: 1.307 -0.784 -1.636
C: -1.022 0.644 1.010
I: 1.104 -2.272 -3.125
H: 0.847 -2.057 0.977
H: -0.704 0.325 -2.154
H: 0.509 1.270 -1.438
H: 2.373 -0.491 -1.555
H: -1.403 1.368 0.299
H: -0.490 1.115 1.807
H: -1.912 0.095 1.508

---

The following is a DFT calculation (ωB97M-V with the def2-TZVPD basis set) of a cluster of 2 separate species, C5H7I in total.

Computed properties:
HOMO energy = -0.337 hartree
electronic energy = -492.27802 hartree
lowest unoccupied orbital energy = 0.521 eV
relative energy (zero: lowest compared OMol25 entry of this formula, charge and spin) = 44.2 kcal per mole
SMILES = C#CC.C=CI

Cartesian coordinates (Å):
C: 0.134 -2.519 0.705
C: 0.901 -1.869 0.040
C: 1.791 -0.952 -0.648
H: -0.645 -3.033 1.216
H: 2.038 -0.055 -0.027
H: 2.799 -1.494 -0.953
H: 1.212 -0.420 -1.549
C: -1.259 2.491 0.227
C: -1.194 1.172 0.291
I: -2.922 -0.010 -0.144
H: -2.268 2.982 0.287
H: -0.375 3.160 0.378
H: -0.215 0.547 0.177

---

The following is a DFT calculation (ωB97M-V with the def2-TZVPD basis set) of an isolated molecule of C5H7IN2.

Computed properties:
HOMO energy (alpha / beta) = -0.310 / -0.294 hartree
electronic energy = -601.72329 hartree
lowest unoccupied orbital energy (alpha / beta) = -0.073 / -0.923 eV
relative energy (zero: lowest compared OMol25 entry of this formula, charge and spin) = 123.4 kcal per mole

Cartesian coordinates (Å):
C: -2.118 0.111 0.281
C: -1.565 0.181 1.565
C: -1.438 -0.146 -0.799
C: 1.815 -0.442 -0.951
C: 1.518 0.463 0.256
N: -0.307 0.079 1.755
N: 0.512 -0.341 0.921
I: -1.981 -0.234 -2.781
H: -3.223 0.042 0.319
H: -2.334 0.363 2.391
H: 2.681 -0.092 -1.467
H: 0.935 -0.499 -1.659
H: 1.961 -1.469 -0.529
H: 1.115 1.414 -0.164
H: 2.429 0.569 0.861

---

The following is a DFT calculation (ωB97M-V with the def2-TZVPD basis set) of an isolated molecule of C5H7IN2.

Computed properties:
HOMO energy = -0.297 hartree
electronic energy = -601.86112 hartree
lowest unoccupied orbital energy = -0.036 eV
relative energy (zero: lowest compared OMol25 entry of this formula, charge and spin) = 36.9 kcal per mole
SMILES = C[C@@H](I)c1cnc[nH]1

Cartesian coordinates (Å):
C: -0.753 1.498 -0.309
C: -0.908 0.258 0.579
I: -3.018 -0.431 0.193
C: 0.010 -0.889 0.484
C: 1.270 -1.552 1.272
N: 1.806 -2.372 0.410
C: 1.317 -2.255 -0.767
N: 0.248 -1.301 -0.805
H: -1.569 2.145 0.030
H: -0.976 1.180 -1.405
H: 0.324 1.719 -0.372
H: -1.064 0.516 1.625
H: 1.580 -1.174 2.196
H: 1.773 -2.682 -1.622
H: -0.330 -0.911 -1.527

---

The following is a DFT calculation (ωB97M-V with the def2-TZVPD basis set) of an isolated molecule of C5H7IN2.

Computed properties:
HOMO energy = -0.344 hartree
electronic energy = -601.82395 hartree
lowest unoccupied orbital energy = -0.884 eV
relative energy (zero: lowest compared OMol25 entry of this formula, charge and spin) = 60.3 kcal per mole
SMILES = CC1=C[C@](C)(I)N=N1

Cartesian coordinates (Å):
C: -2.323 -0.922 0.636
C: -1.027 -0.330 0.467
C: -0.060 -0.620 -0.470
C: 1.226 0.247 0.034
C: 1.717 1.245 -0.983
I: 2.903 -1.070 0.624
N: 0.673 0.871 1.161
N: -0.524 0.618 1.327
H: -2.863 -0.639 1.547
H: -2.319 -1.934 0.592
H: -3.198 -0.658 -0.108
H: 0.215 -1.237 -1.339
H: 0.899 1.871 -1.468
H: 2.386 0.672 -1.742
H: 2.293 1.885 -0.279

---

The following is a DFT calculation (ωB97M-V with the def2-TZVPD basis set) of a cluster of 2 separate species, C5H7IN2 in total.

Computed properties:
HOMO energy (alpha / beta) = -0.266 / -0.296 hartree
electronic energy = -601.73082 hartree
lowest unoccupied orbital energy (alpha / beta) = -0.239 / -0.091 eV
relative energy (zero: lowest compared OMol25 entry of this formula, charge and spin) = 118.7 kcal per mole

Cartesian coordinates (Å):
C: 1.196 1.610 1.149
C: 0.939 1.946 -0.234
C: 0.870 0.295 1.193
C: 0.626 -1.425 -0.501
C: -2.271 -1.268 -0.787
N: 0.778 0.877 -0.972
N: 0.801 -0.172 -0.116
I: -2.112 0.124 0.791
H: 1.218 2.436 1.792
H: 0.907 2.857 -0.731
H: 1.089 -0.279 2.111
H: 0.448 -1.644 -1.506
H: 0.747 -2.292 0.035
H: -2.486 -2.216 -0.611
H: -2.752 -0.849 -1.614

---

The following is a DFT calculation (ωB97M-V with the def2-TZVPD basis set) of a cluster of 2 separate species, C5H7IN2O2S in total.

Computed properties:
HOMO energy (alpha / beta) = -0.326 / -0.257 hartree
electronic energy = -1150.45728 hartree
lowest unoccupied orbital energy (alpha / beta) = -0.301 / 0.039 eV
relative energy (zero: lowest compared OMol25 entry of this formula, charge and spin) = 87.9 kcal per mole

Cartesian coordinates (Å):
C: -0.076 0.594 1.286
C: 1.446 0.089 -0.407
C: 0.836 1.740 1.059
C: -1.883 -0.301 -2.150
C: 0.059 -1.779 0.524
N: 1.563 1.381 -0.092
N: 0.519 -0.460 0.551
O: -0.859 0.502 2.211
O: 1.922 -0.435 -1.387
S: -1.500 -2.326 1.011
I: 1.479 -3.186 -0.116
H: 0.298 2.799 0.959
H: 1.590 1.867 1.989
H: -2.637 -0.786 -1.627
H: -1.923 -0.767 -3.080
H: -1.478 0.557 -1.867
H: 2.410 1.737 -0.554
H: -1.764 -1.226 1.691

---

The following is a DFT calculation (ωB97M-V with the def2-TZVPD basis set) of a cluster of 2 separate species, C5H7IO in total.

Computed properties:
HOMO energy = -0.336 hartree
electronic energy = -567.51040 hartree
lowest unoccupied orbital energy = 0.509 eV
relative energy (zero: lowest compared OMol25 entry of this formula, charge and spin) = 49.2 kcal per mole
SMILES = O=C1CC1.C=CI

Cartesian coordinates (Å):
O: 0.325 -1.854 -1.665
C: 0.050 -0.725 -1.937
C: -0.539 0.531 -1.577
C: 0.059 0.312 -3.004
H: -0.013 1.419 -1.070
H: -1.623 0.645 -1.407
H: -0.649 -0.081 -3.813
H: 0.849 0.752 -3.383
C: -0.195 -0.731 2.241
C: 1.069 -1.096 2.143
I: 2.478 0.337 1.605
H: -0.494 0.424 2.072
H: -0.890 -1.354 2.664
H: 1.349 -2.191 2.334

---

The following is a DFT calculation (ωB97M-V with the def2-TZVPD basis set) of a structure of composition C5H7IrO4.

Computed properties:
HOMO energy (alpha / beta) = -0.610 / -0.662 hartree
electronic energy = -599.01097 hartree
⟨S²⟩ = 6.017
lowest unoccupied orbital energy (alpha / beta) = -9.062 / -12.657 eV
net charge = +2
2S+1 = 5
relative energy (zero: lowest compared OMol25 entry of this formula, charge and spin) = 0.0 kcal per mole

Cartesian coordinates (Å):
H: 2.245 -0.846 0.274
Ir: 2.264 2.268 -0.196
O: 3.005 0.966 0.896
O: 1.260 -0.171 1.912
C: 0.103 0.640 2.002
C: -0.401 0.663 0.570
O: 1.005 0.820 -0.124
C: 1.981 0.122 0.737
H: -0.553 0.247 2.786
H: 0.349 1.650 2.366
H: -0.900 1.583 0.253
H: -0.758 -0.243 0.067
H: -2.099 -1.866 0.669
O: -4.248 -0.398 2.427
C: -2.136 -1.481 1.690
C: -3.288 -0.949 2.096
H: -1.490 -1.902 2.463